No. 1
8
Properties=species:S:1:pos:R:3:forces:R:3 method="wB97M-V/def2-TZVPD" s_squared=0.75 max_force_ev_per_a=5.940 e_tot_ha=-365.71904 charge=+1 multiplicity=2
H -0.2661 -0.5553 1.3812 0.41 -1.95 -0.38
O 0.1660 -1.2791 -0.7926 -1.55 -0.78 -1.71
C 0.4302 -0.6359 0.2685 -0.03 5.56 2.10
C -0.2563 0.7138 0.4344 3.63 -0.33 -3.61
O -1.0325 1.0573 -0.5038 -1.04 -0.77 0.21
F 1.7770 -0.4883 0.5939 -1.37 -0.94 0.30
H 0.3029 1.4821 1.0013 -1.05 -0.56 0.81
Y -1.1211 -0.2946 -2.3830 1.00 -0.23 2.29

No. 2
9
Properties=species:S:1:pos:R:3:forces:R:3 method="wB97M-V/def2-TZVPD" max_force_ev_per_a=2.386 e_tot_ha=-801.19212 charge=-1
C 1.1933 0.3763 -1.3253 -0.18 -1.31 1.99
C 1.0232 -0.2995 -0.3270 -0.57 0.42 -0.94
O -1.0394 0.2288 0.9059 0.72 -1.27 1.38
O 0.8868 -0.6705 2.2177 -0.66 0.30 -0.35
O -0.4910 -2.1696 0.8697 0.50 1.26 -0.21
F -1.5512 1.4855 -0.9426 -0.33 0.75 -1.46
S 0.0017 -0.8084 1.0761 0.51 -0.86 -0.17
H 1.1995 1.0780 -2.0971 0.29 0.42 -0.79
H -1.2230 0.7793 -0.3774 -0.28 0.30 0.54

No. 3
7
Properties=species:S:1:pos:R:3:forces:R:3 method="wB97M-V/def2-TZVPD" s_squared=3.77 max_force_ev_per_a=3.796 e_tot_ha=-1195.96341 charge=+1 multiplicity=4
C 0.8461 -0.3787 0.2073 1.14 1.30 3.38
C 0.4248 -0.9060 1.4793 -0.72 -2.07 -0.91
O 0.1604 0.0973 -0.6796 1.79 -0.87 -0.14
H 1.7919 0.1151 0.7088 -0.09 -0.41 -1.81
F 0.3907 -2.1797 1.5897 0.17 0.54 0.73
V -1.2540 1.1415 -1.2999 -1.78 0.83 -0.89
H -2.3598 2.1105 -2.0056 -0.50 0.67 -0.36

No. 4
6
Properties=species:S:1:pos:R:3:forces:R:3 method="wB97M-V/def2-TZVPD" max_force_ev_per_a=3.402 e_tot_ha=-518.50791 charge=0
C 0.0112 -0.2985 -0.4293 1.84 -0.13 -1.01
C -0.3256 0.0661 0.6672 -1.73 0.12 1.28
F -0.0385 0.3576 3.2111 -0.53 -0.11 -0.20
P -1.2771 0.0101 2.2312 -0.18 2.82 -0.14
H 0.6676 -0.5320 -1.2807 -1.11 0.19 0.65
H -2.1568 1.7450 2.3716 1.71 -2.89 -0.57

No. 5
6
Properties=species:S:1:pos:R:3:forces:R:3 method="wB97M-V/def2-TZVPD" s_squared=2.01 max_force_ev_per_a=3.325 e_tot_ha=-305.81014 charge=0 multiplicity=3
O -0.0772 -0.5566 -0.0682 -0.79 1.32 -0.68
Hg 2.3376 -1.0580 -0.4636 1.95 -0.32 -0.49
C -0.0106 -1.4225 0.8178 -0.56 0.10 0.92
C -0.3925 0.9352 0.0358 -2.08 -2.54 -0.56
H -0.5865 1.1586 -1.0263 0.64 0.62 0.67
H -1.2708 0.9433 0.7044 0.84 0.80 0.14

No. 6
7
Properties=species:S:1:pos:R:3:forces:R:3 method="wB97M-V/def2-TZVPD" max_force_ev_per_a=9.719 e_tot_ha=-381.02111 charge=0
H 0.9408 1.0407 -0.6300 -1.26 -0.30 0.60
O -1.2944 0.3854 0.3690 2.13 7.40 3.10
C 0.0611 0.5948 0.4013 -0.12 -0.71 0.21
C 0.9298 -0.3410 -0.2679 -0.19 -1.27 0.03
O 0.3409 -1.3372 -0.8981 6.40 1.10 -1.58
H 0.4930 0.9856 1.3401 -0.22 0.64 -0.94
Hg -1.4712 -1.3283 -0.3143 -6.74 -6.86 -1.41

No. 7
10
Properties=species:S:1:pos:R:3:forces:R:3 method="wB97M-V/def2-TZVPD" max_force_ev_per_a=2.159 e_tot_ha=-2151.81716 charge=0
C 0.5828 1.1061 -0.1698 0.09 2.00 -0.81
C 0.4609 0.6214 1.0372 -0.28 -0.96 1.27
P -0.2521 -2.2685 -1.4498 -1.01 0.59 0.01
P 1.4798 -0.8872 1.3523 -0.06 0.33 1.29
S -1.7830 -1.2975 -0.3155 0.50 -0.69 -0.20
S 1.4501 -2.0997 -0.2932 -0.10 0.05 0.15
I -0.6869 1.6322 2.5948 0.83 -0.83 -1.00
I -2.6643 0.5650 -1.5372 0.16 -0.07 -0.12
H 0.1742 2.1293 -0.3986 0.52 -1.35 -0.31
H 1.2385 0.4989 -0.8202 -0.66 0.94 -0.27

No. 8
10
Properties=species:S:1:pos:R:3:forces:R:3 method="wB97M-V/def2-TZVPD" max_force_ev_per_a=3.390 e_tot_ha=-2151.88130 charge=0
C 0.9593 0.1731 -0.2503 -0.35 -2.83 1.83
C -0.1406 0.4405 0.7589 -0.68 1.62 0.52
P 0.2144 -1.2212 -1.1981 0.67 -0.46 -1.37
P -0.5234 2.0707 0.9009 0.48 -0.42 -0.42
S 1.2285 -2.8576 -1.1324 -0.64 0.63 0.01
S -1.1730 -0.5845 -2.3823 0.57 -0.49 0.72
I -1.1894 -1.1368 1.7117 0.63 0.35 -0.34
I -2.4037 2.3907 2.3378 -0.19 -0.11 0.23
H 1.8971 -0.1588 0.2539 -0.65 0.12 -0.52
H 1.1308 0.8839 -1.0002 0.15 1.59 -0.66

No. 9
8
Properties=species:S:1:pos:R:3:forces:R:3 method="wB97M-V/def2-TZVPD" s_squared=2.03 max_force_ev_per_a=2.351 e_tot_ha=-1469.02465 charge=0 multiplicity=3
C -1.6425 0.7233 -0.7149 -2.25 0.11 -0.45
C -1.1751 -0.5571 -0.4469 1.72 -0.52 0.68
S -0.8972 1.7056 -1.8467 -0.11 0.57 -0.09
S -0.1548 0.0010 1.4303 0.37 -1.96 -1.25
I -3.5348 1.2093 0.1857 1.03 0.52 -0.58
I -2.4878 -2.1810 -0.0842 0.34 -0.01 -0.06
H -0.3472 -0.9090 -1.1322 -0.85 0.43 1.06
H 0.5978 -1.1098 1.0936 -0.25 0.86 0.68

No. 10
8
Properties=species:S:1:pos:R:3:forces:R:3 method="wB97M-V/def2-TZVPD" max_force_ev_per_a=2.242 e_tot_ha=-1268.02034 charge=0
C 2.1321 -0.1641 -0.4067 -1.77 -0.74 -1.15
C -1.7197 0.4719 0.3495 0.05 0.36 0.22
I 1.7359 -2.1200 0.2351 0.50 0.45 0.23
I -1.5938 1.3200 2.2434 0.04 0.01 -0.29
I -2.0801 -1.5433 0.3091 -0.29 0.09 -0.30
I -2.0136 1.7401 -1.2768 0.05 -0.47 0.35
H 1.4413 0.5745 0.0792 1.02 -0.57 -0.48
H 2.0978 -0.2792 -1.5327 0.41 0.86 1.42

No. 11
9
Properties=species:S:1:pos:R:3:forces:R:3 method="wB97M-V/def2-TZVPD" max_force_ev_per_a=2.815 e_tot_ha=-1224.03189 charge=0
C 0.8988 -0.3893 0.2342 -1.22 -1.10 0.01
C -2.0764 0.3546 0.0346 0.19 0.89 -0.07
N -0.1985 -0.8229 0.1977 1.85 1.80 0.20
N -1.4338 -0.8117 0.1545 -1.78 -2.18 -0.07
P 2.6118 -0.6564 -0.0047 0.58 -0.08 0.01
S -1.3567 1.8136 0.0950 -0.23 0.24 -0.08
I -4.1566 0.0274 -0.2615 0.40 0.13 0.12
H 3.0369 0.4339 0.7590 0.13 0.18 0.21
H 2.6745 0.0508 -1.2089 0.10 0.11 -0.32

No. 12
8
Properties=species:S:1:pos:R:3:forces:R:3 method="wB97M-V/def2-TZVPD" max_force_ev_per_a=3.063 e_tot_ha=-539.15699 charge=0
C -0.7552 0.5291 -0.1520 -1.44 -1.55 1.08
C -0.0050 -0.7361 -0.0083 2.88 0.46 -0.44
N 1.6854 -0.1917 -0.8719 -2.69 -1.13 0.95
N 1.4980 0.7957 -0.1983 1.62 0.56 -0.91
N 0.4514 0.5681 0.6376 -0.79 -0.20 1.89
I -0.5620 -2.3326 1.1925 0.10 0.05 -0.31
H -0.6371 0.9203 -1.1288 -0.92 0.93 -0.68
H -1.6755 0.4471 0.5293 1.23 0.87 -1.57